Entry 1:
Below is C3H4N2O2 as an isolated structure, with properties calculated with the ωB97M-V functional and the def2-TZVPD basis.

As for the highest occupied orbital energy: -9.2 eV. For the energy above the lowest of the compared OMol25 structures with the same formula, charge and spin, the calculation gives 80.38 kcal per mole. For the electronic energy, the calculation gives -10248.7796 eV. The orbital gap is 9.9 eV.

Each line ends with the Mulliken charge.
Geometry (Å):
N: 0.3026 -0.7967 -1.2373  -0.43
C: 1.0047 0.5970 -0.2041  -0.61
C: 0.6203 -0.7849 0.1940  0.40
O: -0.5724 -0.7169 0.9845  -0.40
C: -0.9536 0.5980 1.0698  0.45
O: -1.8740 1.0214 1.7080  -0.53
N: -0.0643 1.3044 0.2682  0.05
H: -0.6151 -1.1198 -1.4898  0.22
H: 1.0357 -0.8289 -1.9320  0.27
H: 1.2395 -1.5874 0.6234  0.38
H: -0.1320 2.3036 0.1703  0.19

Forces on the atoms, in the same order (eV/Å):
N -0.142 -0.694 -0.274
C 0.086 0.378 0.601
C -0.022 0.227 -0.085
O -0.099 0.105 -0.206
C -0.246 0.123 0.092
O 0.367 -0.402 -0.353
N 0.556 0.173 0.323
H -0.111 -0.083 -0.104
H -0.207 -0.302 0.361
H -0.052 0.535 -0.396
H -0.130 -0.058 0.042



Entry 2:
Below is a 2-piece molecular cluster, C4H9NO overall in a non-equilibrium geometry, with properties calculated with the ωB97M-V functional and the def2-TZVPD basis.

As for the highest occupied orbital energy: -8.6 eV. For the energy above the lowest of the compared OMol25 structures with the same formula, charge and spin, the calculation gives 85.89 kcal per mole. For the electronic energy, the calculation gives -7828.5955 eV. The orbital gap is 9.2 eV.

Each line ends with the Mulliken charge.
Geometry (Å):
C: -1.7747 0.9136 -0.8999  -1.05
C: -0.3118 0.7132 -0.9196  -0.39
C: -0.2533 -0.7434 0.6721  -0.69
C: 1.1740 -0.7398 0.3860  0.60
O: 1.5549 -0.5180 -0.7623  -0.63
N: 2.1167 -0.8387 1.3614  -0.42
H: -2.0391 1.7486 -1.5546  0.38
H: -2.0734 1.1041 0.1275  0.31
H: -2.2801 0.0135 -1.2657  0.29
H: 0.0648 0.5104 -1.9482  0.32
H: 0.3101 1.5045 -0.5009  0.32
H: -0.5543 -0.8149 1.7540  0.28
H: -0.8324 -1.4604 0.1014  0.27
H: 2.9961 -0.4084 1.1190  0.24
H: 1.9022 -0.9844 2.3300  0.19

Forces on the atoms, in the same order (eV/Å):
C -0.501 0.266 0.100
C -0.795 0.012 0.885
C 0.133 0.601 -1.158
C 0.671 -0.107 -0.563
O 1.429 -0.917 0.149
N 0.062 0.085 0.239
H -0.220 0.071 -0.016
H -0.448 0.185 -0.127
H -0.050 0.228 0.068
H -0.206 -0.707 1.237
H -0.328 -0.186 0.217
H 0.060 0.922 -1.080
H 0.279 -0.227 -0.105
H 0.033 -0.314 0.140
H -0.118 0.090 0.014



Entry 3:
Below is a 4-piece molecular cluster, C3H11NO6 overall in a non-equilibrium geometry, with properties calculated with the ωB97M-V functional and the def2-TZVPD basis.

As for the highest occupied orbital energy: -9.8 eV. For the energy above the lowest of the compared OMol25 structures with the same formula, charge and spin, the calculation gives 38.16 kcal per mole. The SMILES is O=CCNC(=O)O.O.O.O. For the electronic energy, the calculation gives -17063.8505 eV. The orbital gap is 10.1 eV.

Each line ends with the Mulliken charge.
Geometry (Å):
O: -1.2452 3.1696 0.6200  -0.49
C: -1.0549 2.0615 1.0456  0.05
C: -1.5999 0.9409 0.1591  -0.56
N: -0.2276 0.5906 -0.2417  -0.19
C: 0.5575 -0.2480 0.4414  0.71
O: 1.7025 -0.4586 0.0050  -0.73
O: -0.0575 -0.8331 1.4722  -0.43
H: -0.6922 1.7610 2.0341  0.36
H: -2.0790 0.0993 0.6849  0.33
H: -2.3551 1.2286 -0.7095  0.31
H: 0.2012 1.2533 -0.8684  0.28
H: 0.6632 -1.1492 2.0281  0.41
O: 2.0179 -2.1449 -2.9015  -0.64
H: 2.8169 -2.3325 -2.3864  0.32
H: 1.3851 -1.7233 -2.3118  0.32
O: -3.2668 -0.5025 -2.0804  -0.63
H: -2.4750 -0.9253 -1.7712  0.31
H: -3.5718 -0.9287 -2.9168  0.31
O: 2.6988 -1.2807 2.1505  -0.73
H: 2.7626 -0.5244 2.7107  0.31
H: 2.7240 -1.0184 1.1947  0.39

Forces on the atoms, in the same order (eV/Å):
O 1.266 0.951 0.805
C -4.204 0.190 -0.974
C -0.553 -0.112 -0.010
N -1.431 -0.275 -1.190
C 1.161 -0.298 -1.918
O -1.006 0.143 0.653
O 0.306 0.480 -0.230
H 0.696 0.217 0.015
H 0.462 0.331 -0.075
H 2.180 -0.194 1.742
H 0.343 -0.413 -0.175
H 0.697 -0.814 0.429
O 0.190 -0.194 -0.170
H -0.498 0.226 -0.013
H 0.340 0.012 0.230
O -1.157 0.176 -1.008
H 0.482 -0.582 -0.176
H 0.692 0.346 1.141
O -0.164 -1.303 -0.276
H 0.402 0.931 0.272
H -0.205 0.182 0.927



Entry 4:
Below is an isolated molecule of C2H4O2, with properties calculated with the ωB97M-V functional and the def2-TZVPD basis.

As for the highest occupied orbital energy: -10.8 eV. For the energy above the lowest of the compared OMol25 structures with the same formula, charge and spin, the calculation gives 18.02 kcal per mole. The SMILES is COC=O. For the electronic energy, the calculation gives -6233.5258 eV. The orbital gap is 11.8 eV.

Each line ends with the Mulliken charge.
Geometry (Å):
C: 0.4796 -0.9312 -0.0332  -0.54
O: 0.3852 0.3744 0.5394  -0.28
C: -0.5714 1.1922 0.1058  0.21
O: -1.4798 0.9108 -0.6381  -0.50
H: 0.3379 -0.8755 -1.1159  0.28
H: -0.2556 -1.6100 0.4123  0.25
H: 1.4948 -1.2541 0.2080  0.23
H: -0.3908 2.1934 0.5218  0.34

Forces on the atoms, in the same order (eV/Å):
C 0.039 -0.149 -0.076
O 0.137 0.247 0.097
C -0.618 -0.057 -0.498
O 0.742 0.042 0.492
H -0.028 -0.084 0.180
H 0.112 0.179 -0.128
H -0.250 -0.093 -0.101
H -0.135 -0.086 0.034



Entry 5:
Below is C16H24F12NaO12P2 as an isolated structure in a non-equilibrium geometry, with properties calculated with the ωB97M-V functional and the def2-TZVPD basis.

As for the highest occupied orbital energy: -7.5 eV. For the energy above the lowest of the compared OMol25 structures with the same formula, charge and spin, the calculation gives 0.00 kcal per mole. For the electronic energy, the calculation gives -97170.2537 eV. The total charge is -1. The orbital gap is 8.8 eV.

Each line ends with the Mulliken charge.
Geometry (Å):
Na: 0.2679 0.2569 2.1540  0.99
P: -2.1862 0.4763 5.1575  1.32
F: -1.2667 -0.2590 3.9926  -0.51
F: -3.4991 -0.2886 4.4321  -0.42
F: -1.9509 -0.7716 6.1779  -0.40
F: -3.1222 1.2014 6.2894  -0.37
F: -0.8916 1.1949 5.7880  -0.33
F: -2.3983 1.6446 4.0780  -0.36
P: 2.6747 0.6859 4.3104  1.31
F: 1.7499 1.8829 3.6011  -0.44
F: 2.3328 1.3355 5.7856  -0.41
F: 1.2661 -0.1471 4.4781  -0.36
F: 3.4911 -0.4863 5.0365  -0.39
F: 2.8493 0.1207 2.7937  -0.33
F: 4.0746 1.5491 4.2266  -0.38
C: -1.1634 -1.0785 -3.7830  -1.77
C: -1.6121 -0.0505 -2.7486  1.34
C: -3.1202 0.2413 -2.6962  -0.29
O: -3.3131 0.0805 -1.3194  -0.39
C: -2.2253 -0.3767 -0.6328  0.48
O: -2.1269 -0.4114 0.5732  -0.51
O: -1.3293 -0.6626 -1.5011  -0.10
H: -1.8725 -1.8853 -3.9685  0.46
H: -0.2443 -1.5210 -3.3990  0.31
H: -0.9588 -0.5729 -4.7267  0.36
H: -0.9229 0.7914 -2.8124  -0.30
H: -3.7254 -0.4192 -3.3172  0.32
H: -3.3383 1.2577 -3.0241  0.11
C: -3.2032 4.1199 -1.6759  -1.46
C: -1.6479 3.9364 -1.5664  0.67
C: -0.9904 5.0485 -0.8438  -0.51
O: -0.1999 4.4854 0.2056  -0.30
C: -0.5446 3.1806 0.2418  0.28
O: -0.0899 2.3627 1.0794  -0.43
O: -1.4212 2.8288 -0.7157  0.03
H: -3.7098 4.4495 -0.7688  0.36
H: -3.6944 3.2111 -2.0234  0.17
H: -3.3532 5.0161 -2.2780  0.47
H: -1.1832 3.8021 -2.5432  0.03
H: -1.6331 5.8794 -0.5530  0.31
H: -0.2633 5.4200 -1.5659  0.31
C: 1.3047 -6.9592 1.6190  -1.52
C: 1.3524 -5.7110 0.8022  0.64
C: 0.1551 -5.3776 -0.1119  -0.48
O: -0.1754 -4.0853 0.2464  -0.24
C: 0.5683 -3.6179 1.1549  0.53
O: 0.3932 -2.5371 1.7387  -0.42
O: 1.4212 -4.5313 1.6241  -0.30
H: 0.4265 -7.0291 2.2608  0.36
H: 2.1488 -7.0323 2.3048  0.35
H: 1.3911 -7.8620 1.0144  0.39
H: 2.1911 -5.9036 0.1332  0.14
H: -0.6268 -6.1371 -0.1103  0.30
H: 0.5525 -5.2527 -1.1192  0.30
C: 2.2011 2.4108 -3.4464  -1.56
C: 2.2900 0.9345 -3.1016  0.48
C: 3.6350 0.5348 -2.5598  -0.48
O: 3.3498 0.0733 -1.2663  -0.35
C: 2.0610 0.0675 -0.9762  0.32
O: 1.5649 -0.3547 0.0062  -0.17
O: 1.4906 0.7593 -1.8914  -0.16
H: 2.6149 2.9794 -2.6136  0.42
H: 1.2664 2.9436 -3.6211  0.27
H: 2.8217 2.6291 -4.3154  0.40
H: 1.8107 0.3592 -3.8937  0.27
H: 4.2976 1.4003 -2.5650  0.33
H: 3.9891 -0.2298 -3.2512  0.29

Forces on the atoms, in the same order (eV/Å):
Na -0.066 -0.261 0.594
P -0.031 -1.087 -0.327
F 0.135 -0.206 0.420
F 0.580 0.399 1.331
F -0.413 0.115 -0.678
F -0.073 -0.254 -0.932
F -0.311 0.077 -0.454
F -0.225 1.043 0.330
P -1.847 1.329 1.870
F 0.917 -0.005 0.240
F 0.720 0.117 -0.865
F 1.007 -0.330 -0.739
F 0.055 -0.409 -0.745
F 0.597 -0.505 0.385
F -1.097 -0.237 -0.508
C 0.154 0.411 -0.226
C 0.744 -1.471 -1.336
C 1.558 0.262 0.144
O -2.331 0.514 1.182
C -1.346 1.259 3.196
O -0.460 -0.227 -2.257
O 2.375 -0.822 -1.074
H -0.151 0.107 0.198
H 0.084 0.000 -0.202
H 0.044 -0.110 -0.157
H -0.460 0.442 0.000
H 0.014 -0.382 0.299
H -0.073 0.120 0.279
C 1.062 0.632 -0.163
C -3.126 -0.480 0.548
C 1.907 1.817 -1.010
O -1.287 -0.767 -0.337
C 2.165 -3.797 4.041
O -1.690 3.285 -3.406
O 0.734 -0.313 0.109
H 0.569 -0.524 0.598
H 0.029 0.301 -0.305
H -0.238 -0.349 -0.838
H -0.172 -0.436 -0.050
H -0.014 -0.306 0.539
H 0.089 0.746 0.226
C -0.304 -0.587 1.163
C -0.206 -0.378 -0.292
C 1.721 -1.019 -1.051
O -3.347 -0.068 -2.518
C 0.226 4.790 5.890
O 0.831 -2.759 -2.274
O 1.415 -1.205 -0.579
H -0.217 0.018 -0.152
H 0.181 0.360 -0.059
H -0.274 0.107 -0.302
H 0.633 1.028 0.200
H -0.428 0.524 0.322
H -0.260 -0.626 -0.310
C 0.827 0.920 0.097
C -2.245 1.770 1.183
C -0.169 -0.146 -1.234
O 3.163 -1.469 0.382
C 0.853 0.245 1.287
O -0.283 -0.533 0.575
O -3.458 1.488 -3.197
H 0.312 -0.068 0.113
H -0.558 -0.954 -0.142
H 0.152 -0.071 -0.093
H 0.417 -0.494 0.105
H 0.206 -0.235 0.358
H 0.683 -0.333 0.610



Entry 6:
Below is a 2-piece molecular cluster, C4H12 overall in a non-equilibrium geometry, with properties calculated with the ωB97M-V functional and the def2-TZVPD basis.

As for the highest occupied orbital energy (alpha / beta): 1.6 / -6.4 eV. For the energy above the lowest of the compared OMol25 structures with the same formula, charge and spin, the calculation gives 49.24 kcal per mole. For the electronic energy, the calculation gives -4338.9015 eV. The total charge is -1. The spin multiplicity is 2. The orbital gap (alpha / beta) is 2.7 / 10.9 eV.

Each line ends with the Mulliken charge.
Geometry (Å):
C: -1.6544 -1.3966 1.1243  -1.68
C: -1.8600 -0.8659 -0.2583  -1.51
H: -1.9874 -0.8461 1.9825  0.71
H: -1.7468 -2.4131 1.2608  0.46
H: -0.5523 -1.7393 1.1563  0.35
H: -0.9234 -0.8959 -0.8798  0.24
H: -2.2076 0.0224 -0.4814  0.72
H: -2.4908 -1.6654 -0.8394  0.20
C: 1.7144 1.7841 -0.8412  -1.45
C: 1.6967 0.5591 0.0481  -1.06
H: 0.9428 1.7502 -1.5507  0.61
H: 1.6538 2.7698 -0.3719  0.39
H: 2.5592 1.9260 -1.5194  0.39
H: 2.7365 0.1875 -0.1177  0.19
H: 0.9871 -0.2159 -0.1394  -0.35
H: 1.6491 0.6357 1.0628  0.78

Forces on the atoms, in the same order (eV/Å):
C 3.363 0.505 -0.213
C 1.204 -6.536 -2.021
H 0.146 0.238 0.315
H -2.552 -2.521 0.087
H -0.290 2.110 0.659
H -0.447 -0.020 0.706
H -2.177 4.556 -0.341
H 0.634 1.607 0.793
C 0.112 1.195 0.063
C 2.788 -0.426 -2.406
H -1.636 0.017 -0.824
H -0.254 -0.214 0.409
H 0.572 -0.606 0.379
H -0.752 -0.669 0.265
H -0.407 -0.339 -0.771
H -0.305 1.104 2.900